# 1
{
  "formula": "C20H22N4O3",
  "method": "the ωB97M-V functional and the def2-TZVPD basis",
  "elements": ["C", "C", "C", "C", "C", "C", "N", "C", "O", "C", "C", "O", "N", "C", "C", "N", "C", "C", "N", "C", "O", "C", "C", "C", "C", "C", "C", "H", "H", "H", "H", "H", "H", "H", "H", "H", "H", "H", "H", "H", "H", "H", "H", "H", "H", "H", "H", "H", "H"],
  "positions_angstrom": [[0.645354, 3.979882, -1.635315], [1.304909, 4.648244, -0.435177], [1.730939, 3.661606, 0.653611], [2.849659, 2.704294, 0.217963], [2.344740, 1.322828, -0.201917], [1.925301, 0.486118, 1.007759], [1.294806, -0.762438, 0.604823], [-0.083319, -0.720498, 0.483471], [-0.657995, 0.349227, 0.695286], [-0.761751, -1.948205, 0.127720], [-2.232664, -2.014471, 0.005646], [-2.801324, -3.076069, -0.280522], [-2.903838, -0.861051, 0.220148], [-4.263068, -0.633757, 0.168720], [-5.239853, -1.597899, -0.123114], [-6.518788, -1.281195, -0.150206], [-6.855998, -0.023925, 0.106820], [-5.893067, 0.931163, 0.396495], [-4.606934, 0.627762, 0.426786], [-0.035750, -3.106380, -0.108875], [-0.595169, -4.256119, -0.423999], [1.400073, -3.077613, -0.027224], [2.148313, -4.229585, -0.301352], [3.519058, -4.203406, -0.241307], [4.162874, -3.013732, 0.089538], [3.446971, -1.870724, 0.364272], [2.045249, -1.875228, 0.321602], [0.263755, 4.732462, -2.322119], [-0.187020, 3.358638, -1.311988], [1.355576, 3.360081, -2.177092], [0.598091, 5.356050, 0.004184], [2.175547, 5.218722, -0.768759], [2.070034, 4.239197, 1.516159], [0.855300, 3.091297, 0.965298], [3.562735, 2.574576, 1.035892], [3.395746, 3.150104, -0.615426], [1.481638, 1.428378, -0.858537], [3.126298, 0.796137, -0.755298], [2.772003, 0.272039, 1.661071], [1.178220, 1.036630, 1.583203], [-2.323218, -0.042541, 0.457501], [-4.985012, -2.624542, -0.334325], [-7.911020, 0.207080, 0.077363], [-6.143455, 1.961431, 0.609700], [-1.591512, -4.101561, -0.447813], [1.613918, -5.129412, -0.561391], [4.094500, -5.090821, -0.452481], [5.241470, -2.981699, 0.129084], [3.987699, -0.971070, 0.604131]],
  "forces_ev_per_angstrom": [[0.100, 0.206, 0.117], [-0.134, -0.177, 0.086], [0.213, 0.230, -0.088], [-0.182, -0.127, -0.011], [0.147, 0.014, 0.211], [0.021, 0.480, -0.087], [-0.152, 0.220, 0.157], [0.150, -0.170, -0.003], [-0.070, 0.197, -0.001], [-0.056, -0.401, -0.106], [0.097, 0.340, 0.082], [-0.050, -0.275, -0.073], [0.478, 0.129, 0.074], [-0.789, 0.131, -0.035], [0.302, -0.212, -0.023], [-0.301, 0.043, -0.014], [-0.005, 0.118, 0.027], [-0.150, -0.147, -0.044], [0.376, -0.186, -0.013], [-0.297, 0.397, 0.077], [-0.045, 0.021, -0.004], [0.221, -0.031, -0.002], [-0.048, 0.125, 0.030], [0.016, -0.096, -0.026], [-0.122, 0.009, 0.003], [0.074, 0.121, 0.048], [-0.035, -0.705, -0.179], [-0.039, -0.003, -0.121], [-0.106, -0.116, -0.021], [0.029, -0.121, -0.111], [0.047, 0.075, -0.014], [0.013, 0.073, 0.047], [-0.068, -0.037, 0.059], [-0.096, -0.034, 0.116], [0.102, 0.022, -0.023], [0.103, 0.034, 0.012], [-0.041, -0.055, -0.062], [-0.043, -0.046, -0.059], [-0.041, -0.025, -0.028], [0.212, -0.126, -0.016], [-0.054, -0.276, -0.070], [0.115, 0.057, 0.021], [-0.058, 0.141, 0.028], [-0.130, 0.045, 0.000], [0.190, 0.170, 0.055], [-0.016, -0.083, -0.021], [0.036, -0.087, -0.024], [0.085, 0.031, 0.011], [-0.001, 0.109, 0.021]],
  "homo_energy_ev": -8.810,
  "charge": 0,
  "relative_energy_kj_mol": 57.8,
  "smiles": "CCCCCCn1c(=O)c(C(=O)Nc2cnccn2)c(O)c2ccccc21",
  "homo_lumo_gap_ev": 8.549,
  "lumo_ev": -0.3
}

=====

# 2
{
  "formula": "C20H22O7",
  "method": "the ωB97M-V functional and the def2-TZVPD basis",
  "elements": ["C", "O", "C", "C", "C", "C", "C", "C", "O", "O", "C", "C", "C", "C", "C", "C", "O", "O", "C", "O", "C", "C", "C", "O", "C", "C", "C", "H", "H", "H", "H", "H", "H", "H", "H", "H", "H", "H", "H", "H", "H", "H", "H", "H", "H", "H", "H", "H", "H"],
  "positions_angstrom": [[-3.355495, -5.658200, 0.530429], [-3.336107, -4.640234, -0.439818], [-2.420381, -3.639933, -0.323214], [-1.476115, -3.555452, 0.691068], [-0.575105, -2.502087, 0.747356], [0.437045, -2.432538, 1.849830], [-0.612389, -1.530478, -0.248397], [0.354283, -0.394676, -0.295708], [1.178549, -0.233803, -1.156436], [0.166714, 0.448070, 0.734631], [0.889541, 1.636592, 0.765862], [0.161662, 2.809679, 0.621457], [0.778030, 4.043625, 0.657075], [-0.069411, 5.263266, 0.500087], [2.181863, 4.103287, 0.818634], [2.827571, 5.423382, 0.846261], [2.275693, 6.488994, 0.967482], [4.189123, 5.408195, 0.716090], [2.908986, 2.901878, 0.964728], [4.240858, 2.857998, 1.145286], [2.260835, 1.655804, 0.958992], [3.055486, 0.401452, 1.152575], [-1.563961, -1.607976, -1.271691], [-1.634499, -0.589496, -2.201397], [-0.911483, -0.833674, -3.395555], [-2.481935, -2.650830, -1.315158], [-3.533558, -2.727739, -2.378675], [-4.162915, -6.327277, 0.237244], [-3.561391, -5.260205, 1.529230], [-2.414015, -6.216713, 0.547854], [-1.428730, -4.312093, 1.458610], [0.309835, -1.513138, 2.418841], [0.330841, -3.276883, 2.526182], [1.445843, -2.442355, 1.438115], [-0.904564, 2.733825, 0.473840], [-1.098054, 4.980341, 0.292226], [0.298154, 5.893706, -0.306203], [-0.041478, 5.863641, 1.407337], [4.509530, 6.323880, 0.729329], [4.616308, 3.748979, 1.066165], [2.519708, -0.288975, 1.800754], [4.019641, 0.635692, 1.592984], [3.219376, -0.085162, 0.191336], [0.164746, -0.847583, -3.201259], [-1.210948, -1.780141, -3.855883], [-1.151956, -0.008233, -4.063298], [-4.484061, -3.013544, -1.934810], [-3.274041, -3.486650, -3.116935], [-3.637631, -1.766221, -2.873455]],
  "forces_ev_per_angstrom": [[-0.002, -0.204, 0.188], [0.086, 0.330, -0.219], [0.163, 0.286, -0.106], [-0.163, -0.244, 0.057], [-0.047, 0.199, -0.251], [-0.015, 0.018, 0.037], [-0.121, -0.033, -0.113], [0.115, -0.401, -0.628], [-0.151, 0.105, 0.221], [0.013, 0.404, 0.516], [0.534, 0.605, -0.138], [-0.072, -0.210, 0.020], [0.174, -0.219, 0.003], [-0.134, 0.151, 0.016], [0.011, -0.274, 0.000], [-0.070, 0.689, 0.109], [0.091, -0.132, -0.031], [0.285, -0.295, -0.093], [-0.455, 0.062, -0.019], [0.209, -0.027, -0.003], [-0.062, -0.178, 0.051], [0.061, 0.037, -0.053], [0.039, -0.137, 0.141], [-0.121, -0.188, 0.576], [0.252, -0.024, -0.301], [-0.056, 0.009, -0.079], [0.036, 0.036, 0.046], [0.064, 0.017, 0.062], [0.025, -0.008, -0.044], [-0.034, 0.042, 0.007], [-0.003, -0.077, 0.065], [0.068, 0.023, 0.082], [0.032, -0.040, 0.034], [0.102, 0.007, 0.053], [-0.106, 0.030, -0.020], [-0.050, -0.055, -0.021], [-0.060, 0.080, -0.010], [-0.057, 0.075, -0.038], [-0.246, -0.085, 0.071], [-0.059, -0.043, -0.014], [-0.002, -0.079, 0.022], [-0.007, -0.092, 0.052], [0.053, -0.069, 0.013], [-0.118, -0.011, -0.019], [-0.049, 0.031, 0.008], [0.027, -0.062, -0.040], [-0.090, -0.014, -0.059], [-0.064, -0.037, -0.090], [-0.025, 0.000, -0.057]],
  "homo_energy_ev": -8.531,
  "charge": 0,
  "relative_energy_kj_mol": 0.0,
  "smiles": "COc1cc(C)c(C(=O)Oc2cc(C)c(C(=O)O)c(O)c2C)c(OC)c1C",
  "homo_lumo_gap_ev": 9.099,
  "lumo_ev": 0.6
}

=====

# 3
{
  "formula": "C20H23",
  "method": "the ωB97M-V functional and the def2-TZVPD basis",
  "elements": ["C", "C", "C", "C", "H", "C", "C", "C", "H", "H", "H", "H", "H", "H", "H", "H", "H", "H", "H", "C", "C", "C", "C", "C", "C", "C", "C", "C", "C", "C", "C", "C", "H", "H", "H", "H", "H", "H", "H", "H", "H", "H", "H"],
  "positions_angstrom": [[-2.930852, -4.451011, 2.728515], [-1.702766, -3.608252, 2.681085], [-1.168573, -3.094582, 3.787509], [0.053370, -2.220907, 3.765752], [0.044491, -1.604442, 4.692952], [1.344271, -2.988179, 3.748052], [1.805497, -3.609843, 2.664337], [3.050884, -4.431076, 2.717822], [-3.084720, -4.913553, 1.752539], [-2.833680, -5.242189, 3.485014], [-3.830661, -3.867350, 2.969282], [-1.233797, -3.432455, 1.707156], [-1.591141, -3.312638, 4.772225], [0.010393, -1.571389, 2.865060], [1.893931, -3.016095, 4.693063], [1.266197, -3.551285, 1.713447], [3.217243, -4.899534, 1.745838], [3.936166, -3.826014, 2.962882], [2.967249, -5.222333, 3.477275], [-0.168165, -0.781010, 7.021697], [-1.436135, -0.307456, 7.444718], [-2.589813, -0.651971, 6.679267], [-3.841807, -0.154252, 7.002177], [-3.983711, 0.753630, 8.068453], [-2.879456, 1.054972, 8.877041], [-1.645124, 0.462701, 8.632778], [1.107011, -0.360469, 7.476210], [2.221209, -1.228293, 7.268147], [3.477384, -0.932075, 7.777318], [3.651617, 0.197770, 8.594801], [2.579531, 1.077995, 8.806868], [1.349099, 0.859425, 8.183081], [-0.191942, -1.675063, 6.401857], [-2.440971, -1.297070, 5.813748], [-4.710543, -0.479286, 6.426932], [-4.964578, 1.184964, 8.279177], [-2.994561, 1.746469, 9.713914], [-0.823539, 0.596643, 9.335877], [2.030663, -2.157904, 6.734456], [4.304875, -1.609717, 7.587209], [4.610945, 0.358774, 9.088386], [2.694568, 1.916648, 9.499899], [0.561291, 1.606483, 8.271072]],
  "forces_ev_per_angstrom": [[-0.329, -0.462, -0.218], [0.072, 0.279, 0.726], [0.106, 0.058, -0.459], [0.003, 0.629, 0.097], [0.035, 0.038, -1.150], [-0.037, -0.027, -0.400], [-0.032, 0.297, 0.767], [0.405, -0.336, -0.231], [-0.191, -0.130, 0.169], [-0.089, 0.160, -0.235], [0.241, -0.095, -0.115], [-0.183, 0.135, 0.332], [-0.102, -0.145, -0.240], [0.003, -0.144, 0.688], [0.054, -0.283, -0.292], [0.089, 0.034, 0.351], [0.194, -0.073, 0.187], [-0.237, -0.145, -0.115], [0.054, 0.181, -0.267], [-0.040, -0.231, 1.176], [-0.613, 0.231, 0.383], [0.281, 0.012, 0.079], [0.060, 0.003, 0.054], [0.291, -0.406, -0.336], [0.170, -0.133, 0.084], [-0.040, 0.458, -0.468], [0.567, 0.413, 0.033], [-0.176, 0.160, -0.023], [-0.327, -0.015, 0.093], [-0.487, -0.352, -0.156], [-0.362, -0.048, -0.071], [0.303, -0.235, 0.381], [0.057, 0.279, -0.047], [-0.197, 0.120, 0.114], [0.278, 0.257, 0.138], [0.356, -0.112, -0.017], [0.020, -0.382, -0.155], [-0.354, -0.027, -0.169], [0.237, 0.174, 0.040], [-0.134, 0.128, 0.086], [-0.271, 0.076, -0.211], [0.020, -0.151, -0.522], [0.307, -0.188, -0.081]],
  "homo_energy_ev": -11.229,
  "charge": 1,
  "relative_energy_kj_mol": 152.6,
  "homo_lumo_gap_ev": 5.286,
  "lumo_ev": -5.9
}